a) Molecular formula: C5H9NO2
Method: DFT, ωB97M-V with the def2-TZVPD basis set

Atoms and positions in Å:
C: -2.067 -1.137 0.421
C: -0.665 -0.834 0.886
C: 1.177 -1.044 -1.192
N: 0.387 -0.278 -0.604
O: 0.039 -1.566 1.552
H: -2.726 -1.199 1.285
H: -2.432 -0.349 -0.237
H: -2.076 -2.088 -0.113
H: 1.463 -0.880 -2.227
H: 1.516 -1.985 -0.763
C: 1.428 1.874 0.169
C: 0.168 1.165 -0.283
O: -0.803 1.707 -0.781
H: -0.608 0.456 1.113
H: 1.158 2.855 0.554
H: 1.961 1.287 0.916
H: 2.080 2.016 -0.695

Its HOMO energy is -8.7 eV. As for the LUMO energy: -0.007 hartree. The value obtained for the HOMO-LUMO gap is 0.3109 Ha. The net charge is 0.

Table of Mulliken atomic charges, one value per atom, all in e: atom 1 (C): -1.02, atom 2 (C): 0.57, atom 3 (C): -0.29, atom 4 (N): -0.04, atom 5 (O): -0.63, atom 6 (H): 0.33, atom 7 (H): 0.32, atom 8 (H): 0.28, atom 9 (H): 0.29, atom 10 (H): 0.26, atom 11 (C): -1.15, atom 12 (C): 0.51, atom 13 (O): -0.52, atom 14 (H): 0.07, atom 15 (H): 0.33, atom 16 (H): 0.32, atom 17 (H): 0.36



b) Molecular formula: C5H9NO2
Method: DFT, ωB97M-V with the def2-TZVPD basis set

Atoms and positions in Å:
C: 0.125 -1.466 0.017
C: 0.380 1.046 0.489
C: -0.156 -2.140 -1.273
C: -1.164 1.303 0.257
C: 1.011 -0.182 -0.070
N: 0.838 1.547 1.662
O: -0.380 -1.804 1.069
O: 1.193 2.166 0.433
H: 0.723 -2.002 -1.960
H: -0.599 -3.152 -1.327
H: -0.814 -1.423 -1.618
H: -1.290 2.359 0.488
H: -1.700 0.823 1.018
H: -1.573 1.053 -0.690
H: 2.025 -0.215 0.512
H: 1.286 0.023 -1.196
H: 0.096 2.063 2.189

Its HOMO energy is -9.8 eV. As for the LUMO energy: 0.029 hartree. The value obtained for the HOMO-LUMO gap is 0.3901 Ha. The net charge is 0. Its structure (SMILES) is CC(=O)C[C@@]1(C)NO1.

Table of Mulliken atomic charges, one value per atom, all in e: atom 1 (C): 0.64, atom 2 (C): 1.35, atom 3 (C): -1.09, atom 4 (C): -1.59, atom 5 (C): -0.72, atom 6 (N): -0.58, atom 7 (O): -0.55, atom 8 (O): -0.42, atom 9 (H): 0.30, atom 10 (H): 0.32, atom 11 (H): 0.30, atom 12 (H): 0.44, atom 13 (H): 0.42, atom 14 (H): 0.34, atom 15 (H): 0.28, atom 16 (H): 0.23, atom 17 (H): 0.31



c) Molecular formula: C5H9NO2
Method: DFT, ωB97M-V with the def2-TZVPD basis set

Atoms and positions in Å:
C: -0.413 1.521 0.160
C: 1.792 -0.277 0.597
C: -0.645 -0.391 -1.171
C: -0.808 -0.665 1.369
C: -0.519 0.223 0.243
N: 2.292 -0.683 -0.430
O: 0.011 2.172 -0.957
O: 1.749 0.204 1.648
H: -0.490 2.272 0.980
H: -1.647 -0.272 -1.636
H: -0.580 -1.473 -1.012
H: 0.201 -0.292 -1.857
H: -1.882 -0.608 1.665
H: -0.097 -0.448 2.247
H: -0.702 -1.715 1.042
H: -0.085 1.584 -1.677
H: 1.822 -1.152 -1.210

Its HOMO energy is -8.8 eV. As for the LUMO energy: 0.022 hartree. The value obtained for the HOMO-LUMO gap is 0.3456 Ha. The net charge is 0. Its structure (SMILES) is CC(C)=CO.N=C=O.

Table of Mulliken atomic charges, one value per atom, all in e: atom 1 (C): -0.13, atom 2 (C): 0.80, atom 3 (C): -2.07, atom 4 (C): -1.22, atom 5 (C): 0.73, atom 6 (N): -0.61, atom 7 (O): -0.52, atom 8 (O): -0.42, atom 9 (H): 0.36, atom 10 (H): 0.36, atom 11 (H): 0.50, atom 12 (H): 0.54, atom 13 (H): 0.31, atom 14 (H): 0.38, atom 15 (H): 0.34, atom 16 (H): 0.36, atom 17 (H): 0.29



Which of them is the most stable? Correct choice: c).



a) Molecular formula: C5H9NO2
Method: DFT, ωB97M-V with the def2-TZVPD basis set

Atoms and positions in Å:
C: -0.653 0.650 -0.801
C: -1.437 -1.583 -1.024
C: 0.422 0.013 0.125
C: 1.765 0.602 -0.129
C: -0.046 0.222 1.592
N: -1.710 -0.245 -1.176
O: 0.474 -1.391 -0.255
O: -2.252 -1.059 -0.062
H: -1.121 1.701 -0.501
H: -0.127 0.744 -1.792
H: -1.581 -2.574 -1.489
H: 2.238 0.687 -1.097
H: 2.588 -0.009 0.275
H: 1.701 1.486 0.400
H: 0.176 1.285 2.000
H: 0.606 -0.474 2.243
H: -1.042 -0.052 1.690

Its HOMO energy (alpha / beta) is -9.5 / -9.5 eV. As for the LUMO energy (alpha / beta): 0.017 / 0.017 hartree. The value obtained for the HOMO-LUMO gap (alpha / beta) is 0.3655 / 0.3654 Ha. The net charge is 0.

Table of Mulliken atomic charges, one value per atom, all in e: atom 1 (C): -0.82, atom 2 (C): 0.40, atom 3 (C): 1.73, atom 4 (C): -1.74, atom 5 (C): -1.41, atom 6 (N): -0.23, atom 7 (O): -0.71, atom 8 (O): -0.36, atom 9 (H): 0.24, atom 10 (H): 0.35, atom 11 (H): 0.37, atom 12 (H): 0.41, atom 13 (H): 0.37, atom 14 (H): 0.41, atom 15 (H): 0.30, atom 16 (H): 0.31, atom 17 (H): 0.37



b) Molecular formula: C5H9NO2
Method: DFT, ωB97M-V with the def2-TZVPD basis set

Atoms and positions in Å:
N: 1.002 0.775 0.284
C: 0.641 0.395 1.635
C: -0.627 -0.450 1.518
C: -1.114 -0.375 0.063
C: -0.095 0.547 -0.641
C: 0.520 -0.017 -1.939
O: -0.036 -1.176 -2.370
O: 1.382 0.532 -2.566
H: 1.415 1.689 0.162
H: 1.417 -0.219 2.082
H: 0.550 1.256 2.304
H: -1.354 -0.223 2.300
H: -0.403 -1.495 1.739
H: -1.088 -1.368 -0.357
H: -2.078 0.103 -0.024
H: -0.575 1.451 -1.000
H: 0.440 -1.423 -3.189

Its HOMO energy is -8.8 eV. As for the LUMO energy: 0.029 hartree. The value obtained for the HOMO-LUMO gap is 0.3512 Ha. The net charge is 0. Its structure (SMILES) is O=C(O)[C@H]1CCCN1.

Table of Mulliken atomic charges, one value per atom, all in e: atom 1 (N): -0.43, atom 2 (C): -0.56, atom 3 (C): -0.50, atom 4 (C): -0.59, atom 5 (C): 0.34, atom 6 (C): 0.23, atom 7 (O): -0.46, atom 8 (O): -0.56, atom 9 (H): 0.24, atom 10 (H): 0.25, atom 11 (H): 0.27, atom 12 (H): 0.34, atom 13 (H): 0.23, atom 14 (H): 0.30, atom 15 (H): 0.28, atom 16 (H): 0.27, atom 17 (H): 0.35



c) Molecular formula: C5H9NO2
Method: DFT, ωB97M-V with the def2-TZVPD basis set

Atoms and positions in Å:
C: 1.045 -1.350 -0.156
C: -0.260 -1.077 -0.249
C: 2.311 -0.466 0.075
C: 2.293 0.906 0.606
C: -3.018 0.760 -0.197
N: -0.789 0.199 -0.070
O: 1.336 1.589 0.770
O: -2.056 0.243 0.596
H: 1.415 -2.351 -0.555
H: -1.108 -1.866 -0.351
H: 2.855 -1.083 0.777
H: 2.931 -0.486 -0.846
H: 3.213 1.350 0.873
H: -4.078 0.346 0.001
H: -2.925 0.453 -1.194
H: -3.056 1.924 -0.242
H: -0.109 0.909 0.163

Its HOMO energy is -8.0 eV. As for the LUMO energy: 0.032 hartree. The value obtained for the HOMO-LUMO gap is 0.3254 Ha. The net charge is 0. Its structure (SMILES) is CON/C=C\CC=O.

Table of Mulliken atomic charges, one value per atom, all in e: atom 1 (C): -0.49, atom 2 (C): -0.04, atom 3 (C): -0.51, atom 4 (C): 0.04, atom 5 (C): -0.62, atom 6 (N): -0.25, atom 7 (O): -0.57, atom 8 (O): -0.23, atom 9 (H): 0.22, atom 10 (H): 0.28, atom 11 (H): 0.31, atom 12 (H): 0.30, atom 13 (H): 0.43, atom 14 (H): 0.26, atom 15 (H): 0.32, atom 16 (H): 0.22, atom 17 (H): 0.33



Which of them is the most stable? Correct choice: b).



a) Molecular formula: C12H7AsCl6GeOReS4Te
Method: DFT, ωB97M-V with the def2-TZVPD basis set

Atoms and positions in Å:
Re: 10.154 9.730 8.044
Cl: 14.097 5.046 11.747
C: 12.941 6.227 11.220
C: 12.901 6.526 9.857
C: 12.024 7.490 9.450
Cl: 11.973 7.968 7.753
C: 11.113 8.098 10.293
O: 10.216 9.058 9.828
C: 11.029 7.612 11.609
Cl: 9.807 8.231 12.603
C: 11.997 6.721 12.096
H: 13.628 6.161 9.171
H: 11.966 6.410 13.143
S: 8.235 12.494 4.835
As: 10.304 12.923 5.278
S: 8.648 11.657 8.209
S: 10.484 12.062 7.563
S: 8.749 14.483 5.495
Te: 8.216 12.645 10.434
C: 7.648 14.287 9.294
C: 6.336 14.433 8.812
C: 6.057 15.595 8.119
C: 7.025 16.584 8.039
C: 8.339 16.434 8.596
C: 8.644 15.254 9.154
H: 5.584 13.672 9.041
H: 5.034 15.791 7.779
H: 6.808 17.489 7.529
H: 8.980 17.264 8.496
H: 9.571 15.088 9.626
Cl: 8.436 6.297 7.302
Ge: 8.342 8.386 7.048
Cl: 6.632 9.293 6.374
Cl: 10.108 9.352 5.614

Its multiplicity is 2. Its HOMO energy (alpha / beta) is -14.4 / -14.4 eV. Its expectation value of S² is 0.76. As for the LUMO energy (alpha / beta): -0.299 / -0.308 hartree. The value obtained for the HOMO-LUMO gap (alpha / beta) is 0.2306 / 0.2224 Ha. The net charge is +2.

Table of Mulliken atomic charges, one value per atom, all in e: atom 1 (Re): 0.51, atom 2 (Cl): -0.14, atom 3 (C): 0.32, atom 4 (C): -0.95, atom 5 (C): 0.79, atom 6 (Cl): -0.09, atom 7 (C): 0.19, atom 8 (O): -0.31, atom 9 (C): 0.36, atom 10 (Cl): -0.14, atom 11 (C): -0.59, atom 12 (H): 0.50, atom 13 (H): 0.44, atom 14 (S): -0.05, atom 15 (As): 0.49, atom 16 (S): 0.22, atom 17 (S): -0.13, atom 18 (S): -0.02, atom 19 (Te): 0.40, atom 20 (C): 0.09, atom 21 (C): -0.31, atom 22 (C): -0.52, atom 23 (C): -0.41, atom 24 (C): -0.81, atom 25 (C): -0.33, atom 26 (H): 0.44, atom 27 (H): 0.42, atom 28 (H): 0.45, atom 29 (H): 0.46, atom 30 (H): 0.52, atom 31 (Cl): -0.17, atom 32 (Ge): 0.83, atom 33 (Cl): -0.12, atom 34 (Cl): -0.34



b) Molecular formula: C12H7AsCl6GeOReS4Te
Method: DFT, ωB97M-V with the def2-TZVPD basis set

Atoms and positions in Å:
Re: 2.232 -0.777 -0.312
Cl: 4.190 5.851 0.308
C: 3.425 4.409 -0.174
C: 4.085 3.210 0.113
C: 3.442 2.065 -0.208
Cl: 4.237 0.538 0.098
C: 2.165 2.009 -0.752
O: 1.489 0.843 -0.809
C: 1.600 3.201 -1.195
Cl: 0.146 3.088 -2.087
C: 2.224 4.410 -0.904
H: 5.073 3.152 0.601
H: 1.790 5.362 -1.129
S: -0.451 -4.727 2.203
As: 1.647 -4.211 2.528
S: 0.182 -1.992 -0.366
S: 1.198 -1.658 1.457
S: 1.038 -5.635 1.047
Te: -1.533 -0.008 -0.489
C: -3.307 -0.605 0.279
C: -3.606 -0.227 1.585
C: -4.878 -0.427 2.024
C: -5.838 -1.010 1.200
C: -5.526 -1.373 -0.117
C: -4.225 -1.156 -0.589
H: -2.824 0.215 2.158
H: -5.130 -0.142 3.038
H: -6.855 -1.152 1.565
H: -6.293 -1.808 -0.729
H: -3.947 -1.374 -1.596
Cl: 2.196 -3.717 -3.073
Ge: 3.244 -2.077 -2.228
Cl: 4.917 -1.355 -3.269
Cl: 3.893 -2.923 -0.179

Its multiplicity is 2. Its HOMO energy (alpha / beta) is -14.3 / -14.3 eV. Its expectation value of S² is 0.76. As for the LUMO energy (alpha / beta): -0.307 / -0.307 hartree. The value obtained for the HOMO-LUMO gap (alpha / beta) is 0.2171 / 0.2173 Ha. The net charge is +2.

Table of Mulliken atomic charges, one value per atom, all in e: atom 1 (Re): 0.60, atom 2 (Cl): -0.14, atom 3 (C): 0.35, atom 4 (C): -0.96, atom 5 (C): 0.78, atom 6 (Cl): -0.12, atom 7 (C): 0.23, atom 8 (O): 0.01, atom 9 (C): 0.29, atom 10 (Cl): -0.16, atom 11 (C): -0.63, atom 12 (H): 0.43, atom 13 (H): 0.49, atom 14 (S): -0.03, atom 15 (As): 0.59, atom 16 (S): -0.16, atom 17 (S): -0.19, atom 18 (S): 0.03, atom 19 (Te): 0.45, atom 20 (C): 0.47, atom 21 (C): -0.53, atom 22 (C): -0.54, atom 23 (C): -0.44, atom 24 (C): -0.56, atom 25 (C): -0.46, atom 26 (H): 0.45, atom 27 (H): 0.40, atom 28 (H): 0.40, atom 29 (H): 0.42, atom 30 (H): 0.44, atom 31 (Cl): -0.21, atom 32 (Ge): 0.77, atom 33 (Cl): -0.18, atom 34 (Cl): -0.29



Which of them is the most stable? Correct choice: a).